Entry 1:
# C36H55Cl2F5N4O5

A 3-piece molecular cluster, C36H55Cl2F5N4O5 overall (ωB97M-V/def2-TZVPD, the Open Molecules 2025 dataset).

Geometry as ORCA input:
```
! RIJCOSX wB97M-V def2-TZVPD def2/J DEFGRID3
* xyz 0 3
Cl -2.8088 -4.4501 4.2612
Cl -0.0691 -3.9260 1.7006
F -2.5227 4.6852 -5.2145
F -1.1373 6.3323 -4.8511
F 0.5283 5.4380 -6.4681
F 0.4003 3.4028 -5.7050
F -1.0736 4.1146 -7.1338
O -1.2590 1.3944 4.2076
O -1.3002 2.2396 1.1026
O -0.9226 -3.6957 -2.9248
O 1.9564 1.9801 5.4411
O -3.5562 0.9844 -2.6558
N 2.8910 2.8255 5.2048
N -3.0564 -3.9321 -0.3632
N -2.2994 2.0047 -0.9789
N -0.1516 -3.6528 -3.9487
C -2.7366 -2.5653 -0.1148
C 2.2555 4.9358 6.3522
C 0.1197 -6.0359 -3.4360
C 2.3947 4.2260 4.9963
C -1.2355 4.9737 -4.8841
C -0.7318 -1.2698 -4.0134
C 3.4276 4.7421 7.3137
C 5.3644 3.2197 5.4709
C 0.6259 -2.1669 -5.8433
C -2.0749 0.0642 0.3670
C 3.8020 3.2666 7.4361
C 4.3244 1.1251 6.2332
C -1.1271 -5.3417 -5.4741
C -1.6880 -3.2511 2.1095
C -1.7088 -0.8723 1.3289
C -1.8440 0.2494 3.6171
C -0.9525 -0.4202 2.5493
C 0.0624 -5.0054 -4.5591
C 3.3314 5.0046 4.0404
C 1.4085 -5.0604 -5.3205
C -2.0615 -2.2125 1.0722
C -0.8679 4.4033 -3.5225
C -1.7629 -2.9030 -5.6298
C -2.9428 0.9110 -1.6275
C -0.3288 4.4798 -6.0756
C -2.7132 -4.3548 2.4384
C -1.2275 2.6703 -1.7591
C -2.4441 -5.7679 1.9425
C -1.7144 3.1947 -3.1108
C -0.5012 -2.5122 -4.8617
C -2.7458 -0.2945 -0.7888
C 4.0903 2.6222 6.0799
C -3.0974 -1.5983 -1.0495
C 1.0222 4.1378 4.3472
C -1.5874 -4.2122 -6.3965
C -1.8161 1.5258 0.2919
H -0.8691 3.4927 -1.1358
H 1.5465 -1.9305 -5.3080
H -3.3712 -6.3438 1.9692
H 0.8917 -5.7805 -2.7092
H 0.1664 -1.0136 -3.4476
H -3.7049 -4.0081 2.1578
H 0.8427 -2.9507 -6.5622
H 1.3474 4.5688 6.8396
H -0.8586 -6.2226 -6.0615
H -2.5390 -4.4948 -6.8499
H -2.7883 0.5718 3.1744
H 4.2913 5.3342 6.9991
H -2.0499 -0.4834 4.4069
H -2.5928 -3.0027 -4.9234
H 3.8729 5.8039 4.5479
H -1.5514 -1.3833 -3.3097
H 0.6770 5.1391 4.0861
H 3.4944 0.6345 6.7346
H 0.2858 3.6896 5.0093
H -3.6190 -1.8537 -1.9643
H 0.3620 -7.0049 -3.8744
H -0.2979 1.3226 4.1817
H 2.0195 -4.1838 -5.1218
H 5.3473 4.3015 5.3826
H -0.2025 0.3101 2.2295
H -2.7700 3.4491 -3.0629
H 5.2275 0.9688 6.8248
H -1.9716 -5.6339 -4.8423
H -0.9693 -0.4331 -4.6727
H -2.4781 -4.3133 -1.1047
H 1.2721 -5.1398 -6.3995
H -0.9900 5.2097 -2.7939
H 6.2070 2.9624 6.1137
H -1.5900 2.4095 -3.8616
H 2.0971 5.9990 6.1581
H 1.9894 -5.9238 -4.9987
H -0.3939 1.9692 -1.8896
H 5.5545 2.7985 4.4827
H 4.4640 0.6536 5.2596
H 4.0604 4.3511 3.5680
H -4.0338 -4.0443 -0.5948
H -1.5296 -2.7172 3.0387
H -0.8279 -6.1249 -2.9116
H -1.7305 -6.2603 2.6046
H 2.7535 5.4590 3.2365
H 1.0625 3.5429 3.4333
H 0.3299 -1.2831 -6.4090
H -0.8871 -4.0795 -7.2251
H 0.1859 4.1218 -3.5078
H 4.6804 3.1435 8.0742
H 2.9811 2.7256 7.9163
H -2.0231 -2.0901 -6.3113
H 3.1426 5.1234 8.2959
H -2.0476 -5.7658 0.9312
H -0.4033 -1.2433 3.0037
*
```

Output
Lowest unoccupied orbital energy (alpha / beta), eV: -0.38 / -0.38
Expectation value of S²: 2.008
HOMO level (alpha / beta), eV: -8.17 / -9.37


Entry 2:
# C10H13N3

C10H13N3 as an isolated structure (ωB97M-V/def2-TZVPD, the Open Molecules 2025 dataset).

Geometry as ORCA input:
```
! RIJCOSX wB97M-V def2-TZVPD def2/J DEFGRID3
* xyz 0 1
N 3.2423 -0.5996 0.4386
N 1.1567 -0.8721 1.0153
N 1.5870 -2.1364 0.7114
C -0.1455 0.5582 -0.9334
C -0.2598 -0.5185 1.3110
C 2.8730 -1.8960 0.5326
C -1.1120 0.2771 0.2490
C 2.1584 -0.0053 0.8009
C -1.6287 1.5306 0.7878
C -2.4155 -0.5916 -0.1792
C 0.2420 1.7427 -1.2951
C 0.2569 -0.6133 -1.7997
C -1.8662 2.6295 1.1487
H -0.6007 -1.3287 -1.8685
H -0.8847 -1.3821 1.5714
H -0.2324 2.7090 -0.8968
H 3.6770 -2.6217 0.5892
H -2.3533 3.4686 1.5516
H -2.1725 -1.6064 -0.2256
H 1.9689 1.0621 0.8845
H 0.5029 -0.1698 -2.8293
H -3.0680 -0.4037 0.6814
H 0.8281 1.8299 -2.2154
H 1.1231 -1.0412 -1.3062
H -2.7527 -0.1448 -1.0509
H -0.1242 0.1237 2.3269
*
```

Output
Lowest unoccupied orbital energy, eV: 0.77
Relative energy (zero: lowest compared OMol25 entry of this formula, charge and spin), kJ/mol: 400.8
HOMO level, eV: -9.50


Entry 3:
# C4H5NOS

One molecule with the formula C4H5NOS (ωB97M-V/def2-TZVPD, the Open Molecules 2025 dataset).

Geometry as ORCA input:
```
! RIJCOSX wB97M-V def2-TZVPD def2/J DEFGRID3
* xyz 0 1
S -1.1839 0.0830 0.5808
O -2.2851 1.0685 0.5714
N 0.1052 -1.9750 -0.9142
C 0.6776 -1.1300 -1.5511
C 0.2784 0.9092 -0.2402
C -0.5914 -0.0610 2.2318
C 0.8859 0.3215 -1.3029
H 1.5298 0.7153 -2.0065
H 1.3440 -1.4434 -2.4707
H -1.2159 0.2688 2.9966
H 0.1752 -0.8437 2.3827
H 0.2802 2.0869 -0.2777
*
```

Output
Lowest unoccupied orbital energy (alpha / beta), eV: -1.00 / -0.87
Relative energy (zero: lowest compared OMol25 entry of this formula, charge and spin), kJ/mol: 610.8
HOMO level (alpha / beta), eV: -9.09 / -8.81


Number 1: E_tot -93053.0658 eV. Number 2: E_tot -15046.9412 eV. Number 3: E_tot -18595.5879 eV.